14
Properties=species:S:1:pos:R:3:forces:R:3:mulliken_charge:R:1 method="wB97M-V/def2-TZVPD" multiplicity=5 charge=+2 e_above_lowest_kj_mol=168.0 homo_lumo_gap_ev="6.924 / 5.195" e_lumo_ev="-10.02 / -11.45"
O 1.6378 0.8332 -3.1789 -1.569 -0.839 0.253 -0.428
C 0.9480 -0.1528 -3.3425 1.258 0.745 0.407 0.580
O -0.1373 -0.5108 -3.8150 -0.369 -0.065 0.631 -0.417
Mg 0.3819 -2.1429 -2.0750 -0.751 1.156 1.142 1.159
Er -0.8726 1.5563 -1.7418 1.202 -1.889 2.249 1.672
N -0.1674 -1.1815 0.2599 -0.505 -0.117 -2.004 -0.558
S -1.7326 -0.8314 -0.5571 1.507 0.756 -0.881 -0.239
S 0.4729 0.0318 1.0354 2.452 -0.466 1.906 1.258
O 0.2352 1.3536 0.3451 -0.977 0.321 -2.342 -0.595
O 1.8414 -0.2424 1.4395 -2.239 0.439 -1.093 -0.525
C -0.4879 0.2787 2.6259 0.164 -0.054 0.982 0.631
F -1.6901 0.7605 2.3682 -0.329 0.094 -0.411 -0.199
F -0.5977 -0.8824 3.2431 0.117 0.053 -0.378 -0.176
F 0.1684 1.1301 3.3932 0.040 -0.133 -0.461 -0.163

6
Properties=species:S:1:pos:R:3:forces:R:3:mulliken_charge:R:1 method="wB97M-V/def2-TZVPD" multiplicity=3 charge=0 e_above_lowest_kj_mol=115.5 homo_lumo_gap_ev="8.002 / 8.040" e_lumo_ev="-0.20 / -4.94"
C -1.2818 0.0465 0.0429 5.860 -0.414 0.402 0.415
C 0.0839 -0.1237 0.0458 -7.162 -11.207 1.335 0.338
N -2.3765 0.3200 -0.0138 -5.139 1.040 -0.195 -0.287
N 0.9156 0.8169 -0.0426 7.962 8.339 -1.868 -0.217
F 0.4214 -1.5022 -0.0281 0.118 2.563 -0.319 -0.185
F 2.2374 0.4426 -0.0041 -1.639 -0.321 0.645 -0.062

14
Properties=species:S:1:pos:R:3:forces:R:3:mulliken_charge:R:1 method="wB97M-V/def2-TZVPD" multiplicity=2 charge=+1 homo_lumo_gap_ev="3.242 / 3.291" e_lumo_ev="-9.51 / -9.46"
N 1.0093 1.0784 0.3082 -0.630 0.247 -1.052 -0.161
S 0.0656 1.8249 -0.6693 0.732 1.158 1.854 0.579
O -0.2239 3.1723 -0.1828 0.071 -1.479 -0.872 -0.418
S 1.3099 -0.5581 -0.1615 -0.064 -0.844 1.598 0.417
O 1.0377 -1.3778 1.0489 0.102 0.854 -1.497 -0.531
C 3.1784 -0.3176 -0.1374 -0.111 -0.085 0.387 0.723
F 3.5319 0.5810 -1.0388 0.008 0.311 -0.341 -0.226
F 3.5989 0.0501 1.0550 -0.103 0.056 0.034 -0.198
F 3.7146 -1.4880 -0.4476 -0.011 -0.202 -0.116 -0.192
O -3.1097 -0.6433 1.7688 -0.448 0.587 0.135 -0.113
C -3.3255 -0.4909 0.5195 3.133 -1.291 0.379 1.057
O -2.3120 -0.3633 -0.2201 -0.370 0.594 0.045 -0.652
O -4.4615 -0.7343 0.0177 -3.041 0.060 2.528 -0.517
Hg -4.0137 -0.7334 -1.8606 0.732 0.032 -3.082 1.232

7
Properties=species:S:1:pos:R:3:forces:R:3:mulliken_charge:R:1 method="wB97M-V/def2-TZVPD" charge=0 e_above_lowest_kj_mol=278.2 homo_lumo_gap_ev="8.928 / 7.409" e_lumo_ev="-1.53 / -1.31"
C -0.8964 -1.1724 1.0751 -1.563 0.167 -1.635 0.188
C 0.4462 0.7735 -0.9256 0.389 0.548 -2.198 0.483
O -1.9891 -1.5389 0.9769 0.726 0.142 0.218 -0.272
F 1.2838 0.1084 -1.7473 -0.788 0.005 0.841 -0.186
F -0.5137 1.3459 -1.7175 1.032 -0.563 1.462 -0.182
F 1.1676 1.6755 -0.2780 -0.786 -0.203 0.069 -0.155
I 0.5016 -1.1919 2.6164 0.990 -0.096 1.242 0.123

7
Properties=species:S:1:pos:R:3:forces:R:3:mulliken_charge:R:1 method="wB97M-V/def2-TZVPD" charge=0 e_above_lowest_kj_mol=166.2 homo_lumo_gap_ev=12.179 smiles=N#COC(F)(F)F e_lumo_ev=0.41
N 1.4214 1.4518 2.1286 0.780 1.107 1.226 -0.367
C 0.8759 0.8482 1.3350 -2.799 -3.005 -4.403 0.424
O 0.3122 -0.0359 0.4707 0.583 -0.183 0.922 -0.416
C -0.4918 -0.4759 -0.7459 1.016 2.280 1.725 0.886
F 0.2737 -0.4146 -1.8017 0.140 -0.083 0.203 -0.176
F -0.8637 -1.6899 -0.4937 0.197 -0.043 0.208 -0.168
F -1.5277 0.3164 -0.8930 0.082 -0.072 0.120 -0.183

8
Properties=species:S:1:pos:R:3:forces:R:3:mulliken_charge:R:1 method="wB97M-V/def2-TZVPD" charge=-1 e_above_lowest_kj_mol=12.0 homo_lumo_gap_ev=6.149 e_lumo_ev=2.70
C -2.6195 -0.6410 -0.4647 -0.182 -1.353 1.328 0.607
C 1.5916 0.2882 0.2692 1.660 0.867 -2.481 0.365
O -2.2333 -1.7325 -0.4036 -0.032 1.201 -0.777 -0.304
F 2.3124 1.4346 -0.2574 -0.520 -0.235 0.515 -0.306
F 0.3110 0.7103 0.1663 -0.747 0.013 0.381 -0.231
F 1.9230 0.3110 1.5471 -0.156 0.068 1.625 -0.233
S -3.3315 0.7400 -0.2359 0.280 0.151 -0.540 -0.311
S 2.0463 -1.1107 -0.6211 -0.303 -0.713 -0.052 -0.588

6
Properties=species:S:1:pos:R:3:forces:R:3:mulliken_charge:R:1 method="wB97M-V/def2-TZVPD" charge=0 e_above_lowest_kj_mol=299.1 homo_lumo_gap_ev=9.475 e_lumo_ev=-0.67
C 1.0766 -0.0285 -0.2765 -0.712 -0.835 -0.912 0.220
C -1.2127 0.0739 0.4921 -0.383 -0.075 -0.097 0.200
F 1.7316 0.9435 0.2242 0.689 0.082 0.459 -0.088
F 1.7858 -1.1274 -0.1345 -0.048 0.819 0.328 -0.111
F -1.7109 -1.0796 0.0475 0.135 1.467 -0.065 -0.110
F -1.7851 1.0613 -0.1968 0.320 -1.458 0.288 -0.112

6
Properties=species:S:1:pos:R:3:forces:R:3:mulliken_charge:R:1 method="wB97M-V/def2-TZVPD" charge=0 e_above_lowest_kj_mol=32.3 homo_lumo_gap_ev=10.926 smiles="FC(F)=C(F)F" e_lumo_ev=0.75
F -0.4748 -0.7043 1.5615 1.117 0.679 -0.775 -0.193
C 0.0808 0.1220 0.6550 -0.396 -0.636 0.756 0.363
F 0.6810 1.1667 1.1553 -0.250 0.421 0.511 -0.187
C 0.0386 -0.0988 -0.6363 -1.710 -1.535 -1.908 0.411
F 0.0733 0.8112 -1.6059 0.850 -0.426 0.719 -0.193
F -0.3990 -1.2968 -1.1297 0.390 1.496 0.698 -0.201

14
Properties=species:S:1:pos:R:3:forces:R:3:mulliken_charge:R:1 method="wB97M-V/def2-TZVPD" multiplicity=7 charge=0 homo_lumo_gap_ev="6.786 / 7.105" e_lumo_ev="-2.72 / -2.84"
S -2.4176 -2.2736 0.2248 0.596 0.506 -0.373 0.005
C -1.2836 -1.8207 -1.0761 -1.455 -1.826 -4.898 0.570
F -1.2997 -0.5616 -1.5442 1.105 -0.932 1.478 -0.137
F -1.8881 -2.4424 -2.3928 0.009 0.451 2.646 -0.357
F -0.1459 -2.5369 -1.1289 -0.232 1.676 0.630 -0.174
Mn 1.2942 -1.0568 2.2716 -0.518 0.129 -0.806 0.809
N 0.1671 -0.6811 0.6825 0.494 0.809 0.943 -0.849
S 0.1626 0.8251 1.0454 -2.176 0.139 -0.180 1.642
O -1.0911 1.5812 1.0968 1.917 -1.124 -0.026 -0.618
O 1.0148 0.9161 2.3184 0.310 0.567 0.346 -0.853
C 1.1881 1.8295 -0.1532 -0.565 -0.140 0.118 0.641
F 0.6307 1.7914 -1.3550 -0.064 -0.095 -0.052 -0.204
F 2.4147 1.3377 -0.2335 0.538 -0.232 0.020 -0.267
F 1.2539 3.0922 0.2442 0.041 0.073 0.154 -0.210

16
Properties=species:S:1:pos:R:3:forces:R:3:mulliken_charge:R:1 method="wB97M-V/def2-TZVPD" charge=0 e_above_lowest_kj_mol=0.0 homo_lumo_gap_ev=8.920 e_lumo_ev=-1.81
O -0.9880 -1.5676 -0.8410 -1.472 -3.476 -0.324 -0.334
Tl 0.1299 -0.1185 -1.2122 1.969 -1.103 -2.741 1.120
N 1.3151 1.2911 -2.0266 0.380 -0.851 -0.928 -0.597
S -1.9280 -1.5745 0.4196 -3.701 -0.046 1.135 0.587
O -3.3630 -1.6444 -0.0079 2.624 0.174 0.506 -0.565
C -1.6099 -3.3525 0.9410 -0.202 -0.346 -0.217 0.658
F -2.3044 -3.5971 2.0510 0.046 0.267 -0.124 -0.200
F -0.3198 -3.5418 1.1988 0.348 0.112 0.022 -0.232
F -1.9922 -4.2084 0.0034 0.029 0.122 -0.066 -0.221
S 0.8405 2.2631 -0.9736 -1.166 6.382 2.146 0.911
O -0.1370 1.5310 -0.0213 0.238 2.261 0.863 -0.560
O 0.3767 3.6307 -1.3039 1.065 -3.113 0.156 -0.581
C 2.2262 2.6504 0.2227 0.342 0.395 0.040 0.691
F 2.7052 1.5307 0.7638 -0.061 -0.365 -0.006 -0.249
F 3.2222 3.2580 -0.4245 -0.235 -0.141 -0.094 -0.216
F 1.8265 3.4499 1.2108 -0.205 -0.273 -0.367 -0.210

6
Properties=species:S:1:pos:R:3:forces:R:3:mulliken_charge:R:1 method="wB97M-V/def2-TZVPD" multiplicity=3 charge=0 homo_lumo_gap_ev="6.793 / 5.308" e_lumo_ev="-0.88 / -2.90"
C -0.6582 -0.8905 0.4226 -1.204 0.684 -0.527 -0.111
C 2.1490 0.7389 -0.8489 0.225 0.627 -0.347 -0.443
F -1.2774 -0.2498 1.4042 0.594 -0.113 0.423 -0.100
I -2.1421 -2.0410 -0.5459 0.063 -0.479 -0.074 0.106
I 0.0731 0.6689 -1.0538 0.382 -0.460 0.371 0.485
I 2.9313 -0.9871 -0.0353 -0.060 -0.259 0.155 0.064

13
Properties=species:S:1:pos:R:3:forces:R:3:mulliken_charge:R:1 method="wB97M-V/def2-TZVPD" charge=-1 e_above_lowest_kj_mol=465.3 homo_lumo_gap_ev="6.917 / 6.925" e_lumo_ev="0.88 / 0.88"
C 0.1252 0.5125 -1.1440 -2.096 1.307 2.378 0.693
C 0.0704 0.0857 1.5325 0.431 2.708 -1.619 0.089
N 0.3150 0.0727 -2.9662 -1.120 0.436 -4.758 -0.279
N 1.0066 -0.0031 -1.8837 1.902 -1.139 2.078 -0.240
N -1.0107 1.0353 -1.5678 0.175 0.268 1.693 -0.210
N -0.8694 0.7348 -2.8417 1.092 -1.056 0.059 -0.309
N 1.2648 -0.5727 1.4267 1.695 -1.794 0.812 0.915
N -1.1786 -0.4400 1.2697 -1.637 1.817 0.716 0.969
O 2.2079 0.1111 1.8653 0.158 -1.055 -0.677 -0.645
O -1.3006 -1.4688 0.6818 -0.210 -1.808 -0.685 -0.553
O 1.3458 -1.7610 1.0247 0.012 2.071 0.485 -0.549
O -2.1176 0.3016 1.6048 0.202 -0.481 0.132 -0.642
F 0.1387 1.2262 2.2591 -0.605 -1.273 -0.613 -0.240

4
Properties=species:S:1:pos:R:3:forces:R:3:mulliken_charge:R:1 method="wB97M-V/def2-TZVPD" multiplicity=2 charge=0 homo_lumo_gap_ev="9.002 / 9.776" e_lumo_ev="-1.39 / -2.10"
O -1.0487 0.6805 0.0083 3.010 -1.686 -1.933 -0.345
C 0.0273 0.0074 -0.3137 -1.940 1.184 4.888 0.712
C -0.2586 -1.1086 0.4517 -1.301 -0.735 -1.062 -0.186
F 1.2801 0.4206 -0.1463 0.232 1.237 -1.893 -0.180

8
Properties=species:S:1:pos:R:3:forces:R:3:mulliken_charge:R:1 method="wB97M-V/def2-TZVPD" charge=-1 e_above_lowest_kj_mol=104.6 homo_lumo_gap_ev=7.578 e_lumo_ev=3.72
C 1.7272 -0.3465 0.1019 0.665 0.442 0.003 0.754
C -0.6591 0.6567 -0.0461 0.281 0.672 0.308 -0.058
O 2.2135 0.3451 0.9068 -0.314 0.216 0.437 -0.408
O 1.6282 -1.1330 -0.7463 -0.592 -0.505 -0.411 -0.387
O -1.9739 -1.5309 0.7689 -0.628 0.776 -0.793 -0.594
O -1.3543 0.2190 -1.1851 -0.244 -0.416 -0.264 -0.301
F -0.9083 2.0677 0.0646 0.187 0.033 -0.188 -0.300
S -2.2414 -0.1656 0.1997 0.645 -1.218 0.908 0.294

5
Properties=species:S:1:pos:R:3:forces:R:3:mulliken_charge:R:1 method="wB97M-V/def2-TZVPD" charge=0 e_above_lowest_kj_mol=0.0 homo_lumo_gap_ev=4.864 e_lumo_ev=-1.18
C 0.8033 0.6567 0.1028 -0.028 -1.689 -0.986 -0.326
O 0.0278 2.9067 0.3525 0.062 1.012 -1.432 -0.484
C 0.5762 1.9339 -0.0793 -0.601 -0.120 2.602 0.200
F 2.0421 0.2205 0.5715 0.073 0.160 -0.336 -0.262
Rb -1.2300 -1.7641 -0.6347 0.494 0.637 0.152 0.871

8
Properties=species:S:1:pos:R:3:forces:R:3:mulliken_charge:R:1 method="wB97M-V/def2-TZVPD" multiplicity=8 charge=0 homo_lumo_gap_ev="4.247 / 7.242" e_lumo_ev="-0.10 / -3.27"
O -2.2366 2.1462 0.8749 0.047 0.509 0.257 -0.278
Gd 1.5197 1.2622 0.0555 0.404 -0.396 -0.134 0.494
O -0.1765 1.7339 1.6872 -2.187 1.214 -0.122 -0.668
O -0.3787 2.5583 -0.3192 -2.106 0.752 1.214 -0.670
C -0.9839 2.2477 0.7992 3.810 -2.120 -1.223 1.095
C -0.3033 -4.2262 -0.8780 0.842 0.308 -0.195 0.112
O 0.7044 -3.7454 -1.0956 -0.925 -0.373 0.197 -0.029
Li 1.8548 -1.9768 -1.1239 0.116 0.106 0.006 -0.057

16
Properties=species:S:1:pos:R:3:forces:R:3:mulliken_charge:R:1 method="wB97M-V/def2-TZVPD" charge=0 e_above_lowest_kj_mol=371.5 homo_lumo_gap_ev=7.880 e_lumo_ev=-0.34
K 1.1585 0.2223 -0.5913 6.204 -4.617 -2.170 0.796
B 0.4602 2.3647 -1.8502 -0.430 0.330 0.345 0.442
H 0.5804 3.3398 -1.4042 0.633 3.811 1.560 -0.218
H -0.5330 2.2723 -2.2616 -3.853 -0.208 -2.031 -0.222
H 1.2352 2.0989 -2.5523 3.156 -1.050 -2.867 -0.224
H 0.4629 1.6202 -1.0692 -1.653 1.702 1.215 -0.538
C -0.0555 -0.5700 1.5360 -1.368 -0.577 0.365 -0.718
C -0.4899 -1.8906 0.8669 0.340 0.140 -0.255 -0.145
O 0.3968 -2.2185 -0.2233 -0.280 0.087 0.620 -0.530
O -0.3427 0.6166 0.7199 -2.963 -0.939 4.092 -0.574
H 0.9593 -0.6175 1.9309 0.315 0.251 -0.646 0.359
H -0.6377 -0.5049 2.4552 -0.178 0.065 0.017 0.384
H -1.5156 -1.8308 0.5028 -0.095 0.403 -0.128 0.295
H -0.5197 -2.6877 1.6098 0.402 -0.047 0.203 0.355
H 0.0857 -3.0133 -0.6627 -0.068 -0.062 -0.008 0.278
H -1.2448 0.7985 0.9932 -0.163 0.709 -0.310 0.261

16
Properties=species:S:1:pos:R:3:forces:R:3:mulliken_charge:R:1 method="wB97M-V/def2-TZVPD" charge=-1 e_above_lowest_kj_mol=153.1 homo_lumo_gap_ev=4.704 e_lumo_ev=3.69
C -2.7442 0.4726 -1.7428 -0.252 1.266 -0.874 -1.236
Cd -0.8950 0.9063 -0.7532 0.871 0.691 0.499 -0.098
N 1.5431 0.2211 1.1964 -1.221 -1.481 0.351 -1.633
N 0.8302 -0.7843 -1.8940 0.901 -0.120 -1.513 -1.132
H 0.8158 -0.6379 1.2694 1.696 1.860 -0.056 0.290
H 1.0688 0.8466 0.5076 -1.440 1.024 -0.721 -0.272
H -3.5890 1.0545 -1.3444 0.146 -0.524 0.036 0.272
H -2.7142 -0.5709 -1.4921 -0.697 -0.540 -0.253 0.184
H -2.6530 0.7150 -2.8190 -0.129 -0.458 0.373 0.295
H 0.9245 -1.6464 -1.3800 -0.075 -0.342 0.561 0.295
H 1.7928 -0.4656 -2.0916 -0.578 0.072 0.431 0.500
H 0.5368 -1.1100 -2.8257 -0.298 0.200 0.267 0.246
H 2.3667 0.0583 0.5773 0.323 -0.317 1.238 1.027
H 1.5880 0.8487 2.0446 0.541 -1.016 -0.690 1.167
N -1.1946 -2.3631 0.9289 0.260 1.139 -0.420 -0.637
C -1.1073 -1.2739 0.4929 -0.046 -1.455 0.771 -0.268

17
Properties=species:S:1:pos:R:3:forces:R:3:mulliken_charge:R:1 method="wB97M-V/def2-TZVPD" charge=0 e_above_lowest_kj_mol=177.5 homo_lumo_gap_ev=9.547 smiles=[SiH3]C[Si](I)(I)C[SiH3] e_lumo_ev=0.08
Si -1.7982 -1.0270 1.1983 -0.970 1.506 -2.051 0.491
C -1.2137 -1.4487 -0.5864 -2.176 -1.686 0.193 -0.884
Si -0.1973 -0.1674 -1.4957 0.836 1.442 2.567 0.476
I 1.5523 -1.4377 -2.5458 0.453 -0.007 -0.278 -0.102
I -1.6352 0.8960 -3.0961 -0.135 0.301 -0.270 -0.120
C 0.6371 1.4325 -0.0359 -0.025 -2.087 -3.438 -0.981
Si 2.3907 1.1518 0.6611 -0.013 -0.208 -0.585 0.433
H -2.3680 0.3513 0.9081 -0.262 -0.551 0.339 -0.111
H -2.7269 -1.8252 2.0125 -0.090 -0.367 -0.378 -0.150
H -0.7246 -0.6575 2.0025 1.683 0.076 1.151 -0.165
H -2.1415 -1.7826 -1.1683 0.622 1.414 0.461 0.371
H -0.8488 -2.4697 -0.6415 1.300 -0.026 0.322 0.407
H -0.1250 1.4055 0.6682 -1.232 -0.490 1.840 0.346
H 0.3449 2.3475 -0.5770 0.983 -0.191 -0.139 0.376
H 3.4961 1.5451 -0.2389 -0.265 0.529 -0.135 -0.124
H 2.9797 -0.1783 1.0157 -0.906 -0.169 -0.106 -0.094
H 2.3783 1.8645 1.9193 0.196 0.512 0.507 -0.168

no.,strongest force on any atom (eV/Å),calculated total energy (eV)
1,3.2,-74621.74567
2,13.4,-10481.20750
3,4.0,-47784.25879
4,2.3,-20371.11767
5,6.0,-13761.86417
6,3.1,-33946.65995
7,1.5,-12939.24450
8,3.0,-12942.01049
9,5.4,-76949.86020
10,6.8,-54417.70960
11,1.5,-29085.67485
12,4.9,-21911.70203
13,5.4,-6832.32515
14,1.7,-23816.16049
15,2.7,-7490.41964
16,4.5,-31294.45497
17,8.0,-23327.20030
18,2.5,-11267.40501
19,4.0,-42070.45237